{
  "formula": "C11H14N2O",
  "method": "ωB97M-V/def2-TZVPD",
  "gap_ev": 8.498,
  "multiplicity": 1,
  "smiles": "Cc1c[nH]c2ccccc12.CC(N)=O",
  "total_energy_ev": -16660.6865,
  "homo_ev": -7.70,
  "species": ["C", "C", "C", "N", "C", "C", "C", "C", "C", "C", "H", "H", "H", "H", "H", "H", "H", "H", "H", "C", "C", "N", "O", "H", "H", "H", "H", "H"],
  "xyz": [[-2.125176, 0.839467, 2.007680], [-0.923407, 1.284811, 1.221319], [0.274366, 1.933932, 1.761753], [1.070059, 2.304102, 0.644487], [0.433924, 1.704270, -0.464609], [0.824477, 1.866359, -1.764761], [0.056816, 1.166482, -2.686088], [-0.986074, 0.243972, -2.381334], [-1.430445, 0.279992, -1.056374], [-0.690694, 0.934976, -0.114292], [-2.988889, 1.139592, 1.318306], [-2.110866, 1.290623, 3.006804], [-2.281611, -0.358287, 2.081172], [0.518100, 2.196882, 2.790823], [1.994355, 2.610094, 0.645469], [1.712620, 2.437864, -2.121985], [0.225323, 1.165777, -3.750604], [-1.375289, -0.387432, -3.219815], [-2.410713, -0.191973, -0.833048], [1.254945, -1.648772, -0.283983], [0.883070, -2.722852, 0.688821], [-0.184366, -3.541311, 0.272566], [1.465428, -3.089957, 1.653583], [2.334244, -2.064741, -0.579074], [1.628943, -0.737114, 0.301866], [0.567651, -1.361034, -1.043367], [-0.449159, -4.321768, 0.744917], [-0.718792, -3.334194, -0.558294]],
  "atomic_forces_ev_per_a": [[-0.90, -1.89, -1.34], [2.73, -0.10, 4.09], [-2.58, -0.76, -2.49], [-3.82, -2.28, 0.47], [2.16, 0.68, 0.43], [0.28, -0.22, -1.84], [-0.27, -1.61, -1.00], [0.59, 1.29, 0.45], [-1.86, -1.70, -1.73], [0.61, 2.59, 0.37], [0.63, -0.08, 1.57], [-0.51, -0.18, -0.37], [0.75, 2.67, -0.02], [-0.12, 0.03, -0.49], [1.42, 0.50, 0.06], [-0.95, -0.30, 0.56], [0.76, 0.49, -0.16], [-0.05, 0.82, 1.13], [0.92, 0.12, 0.25], [4.49, 0.51, 2.01], [-2.82, -1.98, -2.01], [0.65, 3.55, -2.35], [1.76, 0.48, 2.06], [-2.40, 0.85, -0.36], [-0.98, -1.09, -0.68], [-0.21, -0.17, -0.64], [-0.48, -2.36, 1.86], [0.18, 0.12, 0.17]]
}